Formula: C24H23AuGeN2O3
Source: the OMol25 dataset
Level of theory: wB97M-V/def2-TZVPD

```
54
Properties=species:S:1:pos:R:3:lowdin_spin:R:1
Au -1.179 0.479 -0.580 0.069
O -1.437 0.235 1.603 0.016
N -1.898 -0.897 1.976 0.003
N -1.960 -1.806 1.100 0.000
O -1.590 -1.666 -0.153 0.007
C -2.456 -3.109 1.494 0.000
C -2.859 -3.326 2.805 0.000
C -3.325 -4.584 3.148 0.000
C -3.386 -5.598 2.202 0.000
C -2.978 -5.356 0.900 0.000
C -2.508 -4.102 0.532 0.000
H -2.809 -2.535 3.538 0.000
H -3.643 -4.768 4.165 0.000
H -3.751 -6.577 2.482 0.000
H -3.025 -6.140 0.158 0.000
H -2.192 -3.898 -0.478 0.000
C -3.552 2.252 -1.702 0.091
O -2.179 2.087 -1.743 0.748
H -3.872 3.102 -2.302 -0.001
H -3.828 2.400 -0.645 0.046
H -4.044 1.315 -1.997 0.031
C 1.159 -2.087 -1.409 0.000
Ge 1.166 -0.338 -0.595 -0.002
C 2.190 -0.211 1.022 0.000
C 1.740 -0.064 2.330 0.000
C 2.656 -0.006 3.370 0.000
C 4.017 -0.095 3.116 0.000
C 4.474 -0.240 1.813 0.000
C 3.564 -0.300 0.769 0.000
C 1.105 1.120 -1.843 -0.003
C 1.115 0.786 -3.187 -0.001
C 1.115 1.774 -4.181 0.000
C 1.040 3.092 -3.819 -0.001
C 0.981 3.489 -2.463 -0.001
C 0.882 4.857 -2.106 0.000
C 0.827 5.229 -0.796 0.000
C 0.880 4.248 0.218 0.000
C 0.974 2.923 -0.096 0.000
C 1.017 2.502 -1.449 -0.002
H 2.183 -2.269 -1.749 0.000
H 0.479 -2.164 -2.254 0.000
H 0.902 -2.835 -0.664 0.000
H 0.682 0.015 2.540 0.000
H 2.303 0.110 4.386 0.000
H 4.725 -0.049 3.932 0.000
H 5.534 -0.307 1.611 0.000
H 3.943 -0.405 -0.244 0.000
H 1.146 -0.255 -3.489 0.000
H 1.161 1.491 -5.223 0.000
H 1.016 3.863 -4.581 0.000
H 0.854 5.600 -2.894 0.000
H 0.753 6.273 -0.526 0.000
H 0.854 4.553 1.256 0.000
H 1.034 2.193 0.703 0.000
```

2S+1: 2
Energy above the lowest of the compared OMol25 structures with the same formula, charge and spin, kcal per mole: 16.1
Electronic energy, eV: -94579.4664
Expectation value of S²: 0.756
Frontier orbital gap (alpha / beta), hartree: 0.2494 / 0.2070
Net charge: +1



Formula: C24H23BrCsNO2P
Source: the OMol25 dataset
Level of theory: wB97M-V/def2-TZVPD

```
53
Properties=species:S:1:pos:R:3:lowdin_charge:R:1
Cs -0.235 0.981 1.990 0.827
O 0.072 -1.555 4.345 -0.041
C -0.343 -2.072 3.298 -0.746
O 0.091 -1.896 2.122 -0.275
C -1.557 -2.987 3.371 -0.148
C -1.868 -3.618 4.568 -0.028
C -2.960 -4.465 4.659 -0.091
C -3.768 -4.659 3.548 -0.095
C -3.478 -4.011 2.355 -0.079
C -2.364 -3.178 2.242 -0.282
P -1.985 -2.237 0.695 1.098
C -3.525 -2.574 -0.284 -0.384
C -4.497 -1.573 -0.260 -0.108
C -5.686 -1.711 -0.964 -0.094
C -5.916 -2.852 -1.720 -0.107
C -4.954 -3.853 -1.764 -0.095
C -3.771 -3.715 -1.051 -0.102
C -0.843 -3.356 -0.205 -0.371
C -0.214 -4.450 0.379 -0.074
C 0.668 -5.231 -0.356 -0.087
C 0.936 -4.929 -1.683 -0.107
C 0.318 -3.834 -2.274 -0.097
C -0.559 -3.054 -1.537 -0.110
H -1.230 -3.415 5.419 0.113
H -3.188 -4.964 5.594 0.094
H -4.632 -5.311 3.607 0.095
H -4.133 -4.157 1.507 0.090
H -4.308 -0.671 0.314 0.071
H -6.429 -0.923 -0.930 0.097
H -6.838 -2.961 -2.278 0.093
H -5.130 -4.744 -2.356 0.096
H -3.027 -4.501 -1.091 0.107
H -0.407 -4.679 1.419 0.106
H 1.155 -6.078 0.113 0.097
H 1.627 -5.538 -2.253 0.093
H 0.528 -3.584 -3.307 0.096
H -1.039 -2.198 -2.000 0.102
C -2.459 4.300 -1.419 -0.050
C -2.527 2.778 -1.588 -0.593
C -1.149 2.227 -1.983 -0.052
C -3.589 2.375 -2.617 -0.048
C -2.902 2.183 -0.290 -0.204
N -3.184 1.709 0.718 0.143
H -2.186 4.747 -2.378 0.089
H -1.698 4.567 -0.684 0.024
H -3.426 4.701 -1.111 0.087
H -0.892 2.615 -2.971 0.091
H -1.160 1.137 -2.030 0.084
H -0.387 2.562 -1.276 0.008
H -3.320 2.803 -3.584 0.086
H -4.573 2.750 -2.333 0.086
H -3.645 1.291 -2.718 0.085
Br 0.767 4.102 0.851 -0.590
```

Electronic energy, eV: -110730.8649
Frontier orbital gap, hartree: 0.2759
Net charge: -1